No. 1
This record from the Open Molecules 2025 dataset describes one molecule with the formula C3H5NO3. The level of theory is the ωB97M-V functional and the def2-TZVPD basis.

The geometry in XYZ format:
```
12
Properties=species:S:1:pos:R:3:forces:R:3:lowdin_charge:R:1
O 0.51752 1.94552 -2.10301 0.621 -0.994 2.659 0.03
H 0.21061 1.33532 0.95753 0.365 0.042 -0.547 0.13
C 0.18750 1.19241 -1.18029 -1.422 0.859 -3.537 -0.23
H -2.27125 -0.74273 1.31336 -1.414 -1.359 0.935 0.09
H 1.43043 -1.13764 -0.10949 -1.274 0.047 0.833 0.15
N 0.66093 -0.65435 0.39903 0.554 0.714 -1.323 0.06
O -0.51013 -2.61274 0.45887 -1.136 2.099 0.534 0.09
H -0.74735 0.64371 -1.43763 0.172 -0.221 0.736 0.12
O -1.54745 -0.47556 0.79667 2.480 -0.192 -1.247 0.09
C -0.52485 -1.39597 0.55209 1.344 0.235 -0.347 -0.53
C 0.77718 0.84643 0.14176 -1.101 -1.704 1.212 -0.12
H 1.81686 1.05561 0.21112 0.811 0.473 0.093 0.11
```
Positions in Å, forces in eV/Å.

Output
- SMILES string: O=CCNC(=O)O
- 2S+1: 1
- Energy relative to the best compared isomer or geometry (same formula, charge and spin): 36.5 kcal per mole
- Total charge: 0
- Kohn-Sham gap: 10.45 eV

No. 2
This record from the Open Molecules 2025 dataset describes C17H42F2KN3O8S2 as an isolated structure. The level of theory is the ωB97M-V functional and the def2-TZVPD basis.

The geometry in XYZ format:
```
75
Properties=species:S:1:pos:R:3:forces:R:3:lowdin_charge:R:1
H -5.12132 -0.31081 2.79419 -0.211 0.195 -0.659 0.08
H 4.15741 -2.10196 -3.07663 -0.193 0.253 -0.912 0.09
C -0.32822 0.58429 -2.77590 0.377 0.108 1.373 -0.03
O -0.19943 -0.81521 3.64610 0.022 0.515 0.646 -0.14
H 0.57848 4.88174 0.62257 -0.204 0.137 -0.289 0.12
H -0.62198 -2.10584 -1.68523 0.013 -0.347 0.171 0.07
C 1.65364 0.15974 -5.11148 -0.389 -0.973 -0.989 -0.20
O 1.78278 -1.27221 -1.12049 -0.224 0.460 0.693 -0.08
H -0.81988 -2.72530 3.74898 -1.185 0.000 -0.477 0.10
H -1.27606 0.82637 -3.25664 -0.271 -0.979 0.010 0.09
H 4.28556 -1.27429 -1.66203 0.426 0.321 0.385 0.07
N -1.93578 0.52561 1.75850 -0.739 -0.772 -1.490 0.02
H -0.43964 0.59976 -1.69173 -0.455 0.541 0.219 0.07
O 2.67764 -4.39312 2.67037 -0.331 4.140 -0.216 -0.24
H -5.42309 2.89258 -0.94734 -0.008 0.029 -0.263 0.09
H -2.00637 1.41473 2.23241 -0.438 0.194 0.029 0.07
H -5.16778 0.44824 0.40415 -0.312 -0.502 0.385 0.11
C -4.06421 -0.04604 2.77181 -0.133 -0.825 0.276 -0.07
C 3.04456 0.03808 -4.50310 -2.258 1.016 1.235 -0.12
C 0.55208 -0.80800 -4.63361 1.805 0.535 0.683 -0.13
K 1.10419 0.32413 1.17523 -0.293 -0.117 -0.438 0.82
C 0.21594 3.87329 0.82184 -0.588 0.623 1.744 -0.36
H -1.68571 4.31667 0.22024 -0.282 0.021 -0.483 0.09
H -1.05516 -1.46157 6.32968 -0.576 0.363 0.546 0.08
H 3.83839 1.77632 -2.44689 0.172 -0.211 -0.088 0.09
H -3.62874 -0.87334 3.33220 0.312 0.265 0.422 0.06
H -3.95462 0.89616 3.30879 0.094 -0.068 0.017 0.08
N 1.73924 -0.93207 -2.45470 -0.607 -0.005 -3.163 -0.12
F 3.60790 -0.16828 3.85591 -0.119 -0.150 0.358 -0.23
H -1.53103 -0.09132 2.44818 0.111 -0.261 0.229 0.01
H 1.77075 -0.13625 -6.15396 -0.118 0.720 -0.421 0.11
H 3.42099 1.04941 -4.65675 0.690 -0.154 0.240 0.11
O 4.74995 -2.04151 2.96309 -3.389 -0.620 1.110 -0.28
H -1.50790 2.63229 0.56062 0.370 -0.336 -0.824 0.05
C -0.44608 -2.06008 -2.75998 0.076 1.135 1.139 -0.02
C -5.46491 2.85119 0.14107 -0.091 -0.334 -0.548 -0.10
H -0.06375 3.82992 1.87446 0.399 0.172 0.518 0.12
C -1.64038 -1.64234 5.42804 -0.045 -0.111 2.211 -0.08
F 0.84517 -3.07572 1.73762 0.018 -0.274 0.297 -0.21
O -4.31476 2.22117 0.64495 1.064 1.330 1.372 -0.19
C 4.22110 -1.07023 -2.73082 -1.045 -0.222 2.008 -0.04
H 2.12609 1.62332 -2.10017 0.069 -0.005 0.494 0.07
H 1.29910 1.18772 -5.03635 -0.004 0.030 -0.151 0.10
C -1.00592 3.47530 0.08579 -0.035 1.401 -0.106 -0.07
C 3.07266 1.08285 -2.09921 0.100 -0.414 -0.481 -0.02
S 3.43582 -1.78264 3.62037 10.252 3.338 7.812 0.45
C -3.32213 -0.01101 1.43007 -0.559 2.710 0.571 -0.32
H 0.24256 1.47075 -3.05248 0.581 -0.259 0.077 0.06
H -1.43979 -2.10100 -3.20603 0.077 0.520 -0.305 0.08
H 5.14083 -0.57407 -3.04067 -0.218 0.021 -0.183 0.09
H -3.27699 -1.02165 1.02429 0.312 0.181 -0.211 0.13
H -2.24821 -2.51970 5.64916 0.140 -0.200 -0.157 0.08
N 2.29283 -1.58659 2.74238 -3.562 -3.069 -4.873 -0.37
O 2.87519 -3.13037 0.58574 0.209 1.316 2.611 -0.28
H -6.37584 2.31284 0.40280 -0.111 -0.169 0.207 0.09
H -0.60993 3.43887 -0.92909 -1.082 -0.699 -0.418 0.09
H 0.83678 -1.79238 -5.00516 0.085 -0.344 0.516 0.11
H 3.70099 -0.64817 -5.03813 -0.281 -0.282 0.381 0.11
H -0.31545 -0.55490 -5.24307 -0.551 0.113 0.738 0.11
H 1.99384 -2.20845 -1.14270 0.155 -0.249 0.574 0.08
S 2.44397 -3.09285 1.99050 -2.866 -4.998 -4.773 0.66
H 2.01134 3.13611 1.00225 0.139 0.294 -0.002 0.09
C -0.58033 -1.92598 4.45027 0.141 -1.822 -2.648 -0.32
H 0.68744 -1.05391 3.36665 0.406 0.021 -0.094 -0.02
H 3.38883 0.65526 -1.14774 -0.321 0.753 0.516 0.07
H -2.35824 -0.82760 5.33323 0.461 0.166 -0.736 0.07
O 1.20045 2.94602 0.52485 1.397 -1.421 -0.216 -0.15
H -5.55058 3.87545 0.50392 0.333 -0.167 0.224 0.09
C -4.16453 0.87435 0.39948 -0.386 -2.023 -0.334 -0.22
C 0.38809 -0.74976 -3.03960 -0.580 -1.444 -3.453 -0.43
H 0.07045 -2.96283 -3.08606 0.308 0.233 0.069 0.08
H -3.88923 0.67433 -0.63605 0.819 0.206 -0.260 0.12
O 3.18970 -2.25493 4.97781 0.143 0.097 -2.452 -0.26
C 2.92010 -0.19603 -2.93509 2.463 -0.617 -1.079 -0.45
H 0.27112 -2.49452 4.82431 0.518 0.967 1.086 0.12
```
Positions in Å, forces in eV/Å.

Output
- 2S+1: 1
- Total charge: 0
- Kohn-Sham gap: 8.33 eV